The following is a DFT calculation (wB97M-V/def2-TZVPD) of a 4-piece molecular cluster, C40H75F3N5O4P overall.

## Properties
* net charge: +1
* expectation value of S²: 3.76
* gap between HOMO and LUMO (alpha / beta): 6.47 / 7.12 eV
* calculated total energy: -75761.0965 eV
* multiplicity: 4

Atoms and positions in Å:
1 C 2.41066 4.87777 0.09088
2 C 2.14087 4.43720 -1.44344
3 P 2.70413 2.66265 -1.83207
4 C 2.93131 2.60960 -3.70907
5 C 1.18462 1.59468 -1.33734
6 C 1.24285 0.41955 -0.34400
7 C -0.11981 -0.32061 -0.03481
8 C -0.07597 -1.57415 0.97907
9 N 1.02937 -2.47982 0.48569
10 C -1.45604 0.14086 -0.68064
11 C -2.89853 -0.53805 -0.37630
12 C -3.97658 0.65430 -0.51687
13 O -5.29697 0.31350 -0.03017
14 C -6.02121 1.57442 0.10059
15 C -6.42322 2.22384 -1.30739
16 F -7.55520 3.07628 -1.19713
17 F -6.61022 1.16408 -2.23969
18 F -5.38274 3.04891 -1.87775
19 C -1.35807 1.34572 -1.68569
20 N -0.08118 2.01028 -1.96461
21 H 1.80416 5.83793 0.25955
22 H 3.53432 5.02114 0.29193
23 H 1.95946 4.09602 0.81610
24 H 0.98498 4.43328 -1.55925
25 H 2.51206 5.21560 -2.20636
26 H 3.88394 3.10641 -4.09183
27 H 2.80148 1.54023 -4.12883
28 H 2.04849 3.21031 -4.16769
29 H 2.22908 0.12318 0.14059
30 H -1.03243 -2.21717 0.91951
31 H 0.09593 -1.23939 2.05799
32 H 0.93249 -2.63345 -0.53695
33 H 1.94825 -2.06869 0.71077
34 H -2.91421 -0.90174 0.71641
35 H -3.12208 -1.41029 -1.08310
36 H -3.53255 1.55951 0.05240
37 H -4.06563 0.86931 -1.65046
38 H -7.01150 1.39846 0.67114
39 H -5.44059 2.35039 0.72206
40 H -2.26605 1.76428 -2.25266
41 H -0.08307 2.81396 -2.62892
42 C 0.49817 -8.46701 4.66486
43 C -0.39997 -7.20623 4.50190
44 C -1.86758 -7.58156 4.16279
45 C -2.15517 -7.88900 2.69887
46 C -1.56116 -6.81887 1.79114
47 C -0.05604 -6.61591 2.05090
48 N 0.23304 -6.30793 3.48906
49 O -0.19395 -5.03761 3.73262
50 C 0.68830 -7.89156 1.58310
51 C 0.48589 -5.51492 1.10764
52 C -0.44335 -6.60833 5.93733
53 H 1.28048 -8.54812 3.91176
54 H 1.04980 -8.45492 5.60904
55 H -0.08564 -9.38949 4.63555
56 H -2.52436 -6.74820 4.44802
57 H -2.18740 -8.43252 4.77319
58 H -1.77383 -8.88102 2.43728
59 H -3.23781 -7.93414 2.54407
60 H -1.73147 -7.09990 0.74579
61 H -2.10637 -5.87905 1.94040
62 H 1.76489 -7.80746 1.75542
63 H 0.54206 -8.05024 0.50995
64 H 0.33529 -8.80489 2.06310
65 H -0.03423 -4.56418 1.22362
66 H 0.36636 -5.80599 0.05808
67 H 1.55408 -5.34404 1.27870
68 H 0.53876 -6.24172 6.24707
69 H -0.75318 -7.37105 6.65784
70 H -1.15823 -5.78610 6.02789
71 C -0.11178 4.16494 -7.81523
72 C -0.95709 3.26471 -6.86765
73 C -2.20979 2.68920 -7.58134
74 C -3.41572 3.61596 -7.66119
75 C -3.70823 4.24744 -6.30581
76 C -2.47230 4.96212 -5.72594
77 N -1.28223 4.05279 -5.63945
78 O -1.50856 3.17258 -4.62690
79 C -2.17589 6.20153 -6.60668
80 C -2.82997 5.57454 -4.34953
81 C -0.02759 2.04438 -6.60802
82 H -0.07669 5.21000 -7.51120
83 H 0.94000 3.86567 -7.83056
84 H -0.47918 4.13204 -8.84280
85 H -2.53826 1.78428 -7.05175
86 H -1.94719 2.36136 -8.59240
87 H -3.25465 4.38334 -8.42468
88 H -4.28967 3.04538 -7.99006
89 H -4.53971 4.95270 -6.41051
90 H -4.06061 3.47056 -5.61674
91 H -1.29678 6.74284 -6.24602
92 H -3.01884 6.89897 -6.58458
93 H -2.02276 5.96325 -7.65960
94 H -3.19007 4.83117 -3.63514
95 H -3.62717 6.31807 -4.44964
96 H -1.96368 6.08176 -3.91004
97 H 0.86052 2.33245 -6.03888
98 H 0.31238 1.61689 -7.55562
99 H -0.53297 1.23947 -6.06715
100 C 5.85319 1.02185 4.30483
101 C 4.48197 1.30846 3.62647
102 C 3.86922 2.65186 4.10546
103 C 3.12370 2.60829 5.43285
104 C 2.15477 1.43312 5.47489
105 C 2.85793 0.09701 5.16695
106 N 3.58964 0.13179 3.85825
107 O 2.66016 0.11202 2.86552
108 C 3.81379 -0.22560 6.34244
109 C 1.82288 -1.05353 5.21718
110 C 4.85944 1.53104 2.13348
111 H 5.84735 0.14647 4.95229
112 H 6.63116 0.79413 3.57081
113 H 6.19856 1.87020 4.89930
114 H 3.15437 3.00777 3.35032
115 H 4.64764 3.41994 4.16117
116 H 3.83289 2.56171 6.26504
117 H 2.56665 3.54098 5.56618
118 H 1.68104 1.39381 6.46181
119 H 1.34222 1.61256 4.76051
120 H 4.35069 -1.16255 6.17062
121 H 3.25179 -0.33909 7.27464
122 H 4.54665 0.55785 6.53791
123 H 0.99389 -0.90893 4.52128
124 H 1.37841 -1.13406 6.21452
125 H 2.29589 -2.01559 4.99199
126 H 5.23710 0.61280 1.67574
127 H 5.64378 2.28878 2.04828
128 H 4.01569 1.88815 1.53568

=====

The following is a DFT calculation (wB97M-V/def2-TZVPD) of a 6-piece molecular cluster, C40H76ClN9O10P5S overall.

## Properties
* net charge: +1
* gap between HOMO and LUMO: 5.13 eV
* calculated total energy: -146370.1448 eV

Atoms and positions in Å:
1 C 6.43961 -3.23083 -0.87104
2 C 5.11025 -2.26734 -1.12140
3 P 5.84230 -0.44720 -1.16677
4 C 5.31091 0.49516 0.47084
5 C 5.18676 0.49327 -2.71319
6 C 6.43502 0.89595 -3.75485
7 C 8.02419 0.45829 -3.46848
8 N 8.85424 1.59540 -2.89109
9 C 8.00604 2.73386 -2.37450
10 C 6.22783 1.75869 -5.14927
11 C 7.44254 2.21764 -6.17241
12 C 7.76181 0.90685 -7.14828
13 C 6.52832 -0.16981 -7.23315
14 C 6.77429 -1.32047 -8.42008
15 S 6.48161 -0.64873 -10.14474
16 C 4.66393 -0.36822 -10.49874
17 N 3.98311 -0.39020 -11.86085
18 N 2.58906 -0.16119 -11.87544
19 C 2.27559 0.04819 -10.38559
20 O 3.53075 -0.10054 -9.58002
21 C 4.71953 2.24968 -5.55800
22 C 3.50180 1.81323 -4.51862
23 C 2.00246 2.31968 -4.93675
24 P 1.71312 3.36582 -6.54925
25 O 2.71976 4.78024 -6.39971
26 O 2.31520 2.36068 -7.86149
27 N 0.83578 1.96719 -4.04798
28 P -0.77223 2.57711 -4.64613
29 O -1.86565 1.20326 -4.91903
30 Cl -1.63483 3.91847 -3.18163
31 C 0.97012 1.12715 -2.75782
32 P -0.63802 0.77937 -1.87058
33 C -1.62688 -0.71218 -2.33405
34 C -3.26105 -0.35681 -2.30714
35 C -1.15736 1.85616 -0.46391
36 C -0.11094 3.08139 -0.06277
37 C 2.44897 0.54310 -2.22499
38 P 2.31397 -0.48627 -0.65623
39 C 1.19904 -2.04858 -1.00610
40 O 1.45759 0.36202 0.65110
41 C 3.71849 0.93857 -3.13455
42 H 6.16345 -4.34199 -0.62493
43 H 7.17275 -2.81249 -0.05347
44 H 7.04273 -3.23653 -1.88703
45 H 4.53388 -2.52721 -2.10629
46 H 4.45337 -2.37279 -0.14026
47 H 6.21512 1.06388 0.95825
48 H 4.49982 1.27417 0.14017
49 H 4.79749 -0.25434 1.23127
50 H 8.50071 0.23757 -4.54188
51 H 8.12868 -0.54960 -2.88376
52 H 9.56467 1.26326 -2.20350
53 H 7.52557 3.40788 -3.23485
54 H 7.21140 2.42272 -1.55490
55 H 8.75495 3.47218 -1.80877
56 H 7.12551 3.08906 -6.89898
57 H 8.44415 2.44605 -5.58185
58 H 8.03274 1.24071 -8.25784
59 H 8.70055 0.30723 -6.72404
60 H 5.52815 0.38476 -7.52799
61 H 6.37425 -0.80681 -6.23544
62 H 7.86530 -1.76921 -8.37739
63 H 6.01818 -2.21630 -8.19785
64 H 1.19345 0.28016 -9.99732
65 H 4.56448 2.89220 -6.52715
66 H 2.20952 5.53215 -5.94712
67 H 2.73590 2.93054 -8.57320
68 H -1.48506 0.64191 -5.68417
69 H -1.47482 -1.70019 -1.72225
70 H -1.41137 -1.00178 -3.47204
71 H -3.39224 0.79672 -2.12101
72 H -3.73426 -0.56642 -3.38203
73 H -3.81335 -1.02687 -1.52249
74 H -1.39885 1.18736 0.49389
75 H -2.18769 2.39873 -0.71717
76 H -0.68887 4.10468 -0.13324
77 H 0.24206 2.84017 1.05173
78 H 0.78785 3.14162 -0.81204
79 H 0.89135 -2.06076 -2.15155
80 H 0.23821 -2.04944 -0.29813
81 H 1.84963 -3.01982 -0.83369
82 H 0.74346 -0.29440 0.92896
83 C 6.36411 -0.18495 4.69054
84 O 6.57089 0.52077 3.71187
85 N 5.12269 -0.56015 5.15830
86 C 4.96300 -1.39994 6.32695
87 C 3.93966 -0.10105 4.46044
88 H 7.19322 -0.58884 5.29463
89 H 4.43002 -2.31031 6.03803
90 H 4.38181 -0.85561 7.07679
91 H 5.93298 -1.67164 6.75248
92 H 3.97737 -0.45416 3.42555
93 H 3.92935 0.99312 4.45910
94 H 3.03466 -0.47720 4.94518
95 C -0.41605 0.10982 3.76680
96 O -0.95385 -0.53901 2.87888
97 N -0.67550 -0.01141 5.11539
98 C 0.00608 0.79630 6.10511
99 C -1.66039 -0.97633 5.55842
100 H 0.34837 0.87147 3.54100
101 H 0.54205 0.13559 6.79252
102 H -0.73625 1.37875 6.65830
103 H 0.71902 1.47852 5.63388
104 H -1.35256 -1.97439 5.23250
105 H -2.62436 -0.73751 5.09905
106 H -1.75682 -0.95794 6.64738
107 C -6.21867 -0.64807 5.81213
108 O -5.13306 -1.14765 6.07760
109 N -6.40951 0.57657 5.20836
110 C -7.73087 1.09788 4.92780
111 C -5.25342 1.36831 4.84235
112 H -7.16344 -1.16521 6.04758
113 H -7.82529 1.26082 3.85036
114 H -7.85580 2.04755 5.45586
115 H -8.50719 0.40060 5.25473
116 H -4.63594 0.79507 4.14433
117 H -4.66636 1.57787 5.74165
118 H -5.56070 2.30825 4.37590
119 C -10.48448 -0.46924 6.03327
120 O -10.51758 0.20373 5.01120
121 N -11.31358 -0.30987 7.12318
122 C -11.20953 -1.15015 8.29774
123 C -12.32103 0.73012 7.09468
124 H -9.75658 -1.28742 6.16056
125 H -12.16072 -1.66923 8.44654
126 H -10.99462 -0.51994 9.16547
127 H -10.41139 -1.88897 8.18425
128 H -12.98941 0.55507 6.24631
129 H -11.82925 1.69851 6.96167
130 H -12.89811 0.73469 8.02335
131 C -9.74759 -3.91427 4.72425
132 O -10.16464 -3.17166 5.60358
133 N -10.13872 -3.88752 3.40251
134 C -9.59567 -4.80342 2.42132
135 C -11.12365 -2.91356 2.97983
136 H -8.99575 -4.69222 4.93632
137 H -9.10648 -4.22622 1.63147
138 H -10.41393 -5.39071 1.99486
139 H -8.86662 -5.48035 2.87520
140 H -10.74359 -1.90913 3.18911
141 H -12.04440 -3.06775 3.55056
142 H -11.33184 -3.01327 1.91109